{"formula": "C4H3N3O", "method": "ωB97M-V/def2-TZVPD", "symbols": ["O", "N", "N", "N", "C", "C", "C", "C", "H", "H", "H"], "positions_angstrom": [[2.46315, -0.72582, 0.45283], [-1.02216, -0.54132, -0.13663], [-1.93860, 0.55806, 0.06629], [1.72036, 1.88030, 0.00279], [1.32404, -1.37118, -0.19332], [0.21526, -0.23518, -0.21191], [-3.13280, -0.08673, 0.13638], [0.75394, 1.01948, -0.24308], [-2.95739, -1.24711, 0.50438], [-4.09757, 0.20094, 0.28010], [1.06983, -2.38483, -0.86260]], "forces_ev_per_a": [[-7.00, -6.41, -4.52], [0.19, 0.31, 0.86], [-3.58, -2.90, -1.30], [-9.44, -7.44, -2.61], [4.76, 5.16, 2.29], [-0.72, -3.58, -0.32], [6.95, -3.01, 2.16], [10.58, 10.74, 2.83], [-0.78, 2.64, -1.77], [-2.29, 2.11, 0.03], [1.33, 2.38, 2.34]], "lumo_ha": -0.0682, "gap_ha": 0.3115, "charge": 0, "e_above_lowest_kj_mol": 749.82, "largest_force_ev_per_a": 15.3, "smiles": "C=N/N=C(\\C#N)C=O"}